{
  "formula": "C4H8OS",
  "method": "the ωB97M-V functional and the def2-TZVPD basis",
  "lumo_ha": [-0.007, 0.008],
  "largest_force_ev_per_a": 4.26,
  "relative_energy_kcal_mol": 117.19,
  "symbols": ["C", "C", "C", "C", "O", "S", "H", "H", "H", "H", "H", "H", "H", "H"],
  "coordinates": [[-2.54943, 0.62804, -0.35217], [0.21476, -1.76174, 0.09258], [0.87559, 0.78855, 0.40846], [0.32081, -0.32836, -0.38359], [-2.93618, 1.71023, -0.04423], [2.56364, 0.95718, -0.35387], [-3.13944, -0.22658, -0.84596], [-0.70207, -1.77920, 0.51974], [0.93381, -1.89327, 0.83306], [0.31328, -2.58491, -0.73305], [0.22153, 1.69006, 0.24955], [1.25078, 0.78954, 1.50159], [-0.39563, -0.05273, -1.06224], [3.02856, 2.06318, 0.17012]],
  "forces_ev_per_a": [[-0.6, 1.1, 0.4], [2.3, 0.3, -3.6], [1.1, 1.6, 1.0], [0.6, -1.5, 2.1], [0.4, -1.9, -0.6], [0.0, -0.6, -1.2], [0.1, 0.7, 0.3], [-3.1, -0.8, 1.4], [1.3, -0.7, 1.3], [-0.2, 1.6, 1.4], [0.9, -0.7, 0.1], [-1.7, -0.9, -1.4], [-1.2, 0.8, -1.9], [0.1, 0.9, 0.6]],
  "mulliken_charge": [0.068, -1.061, -0.259, -0.728, -0.335, -0.229, 0.259, 0.321, 0.370, 0.247, 0.263, 0.328, 0.654, 0.104]
}

{
  "formula": "C23H72N16O11",
  "method": "the ωB97M-V functional and the def2-TZVPD basis",
  "lumo_ha": -0.009,
  "largest_force_ev_per_a": 1.88,
  "smiles": "COC[C@H](C)N.COC[C@H](C)N.COC[C@H](C)N.COC[C@H](C)N.NC(N)=O.NC(N)=O.NC(N)=O.NC(N)=O.NC(N)=O.NC(N)=O.CO",
  "symbols": ["C", "O", "C", "C", "C", "N", "H", "H", "H", "H", "H", "H", "H", "H", "H", "H", "H", "C", "O", "C", "C", "C", "N", "H", "H", "H", "H", "H", "H", "H", "H", "H", "H", "H", "C", "O", "C", "C", "C", "N", "H", "H", "H", "H", "H", "H", "H", "H", "H", "H", "H", "C", "O", "C", "C", "C", "N", "H", "H", "H", "H", "H", "H", "H", "H", "H", "H", "H", "N", "C", "N", "O", "H", "H", "H", "H", "N", "C", "N", "O", "H", "H", "H", "H", "N", "C", "N", "O", "H", "H", "H", "H", "N", "C", "N", "O", "H", "H", "H", "H", "N", "C", "N", "O", "H", "H", "H", "H", "N", "C", "N", "O", "H", "H", "H", "H", "C", "O", "H", "H", "H", "H"],
  "coordinates": [[-4.50086, -6.50709, 0.48059], [-3.45142, -6.06511, 1.30259], [-3.89074, -5.01190, 2.15739], [-2.73394, -4.44008, 2.97475], [-1.48021, -4.38212, 2.12723], [-2.44459, -5.13844, 4.22986], [-5.38782, -6.76925, 1.07201], [-4.18864, -7.35267, -0.12446], [-4.81539, -5.69040, -0.18877], [-4.29775, -4.20542, 1.52670], [-4.71543, -5.43159, 2.74845], [-3.06059, -3.42928, 3.24180], [-1.62377, -4.09729, 1.08615], [-1.07075, -5.39689, 2.03370], [-0.67999, -3.84210, 2.63456], [-1.95568, -6.00868, 4.03766], [-3.32566, -5.43598, 4.63973], [1.48713, 4.04250, 0.82255], [2.70802, 4.50145, 0.26229], [3.01868, 3.85893, -0.94437], [2.02622, 4.19633, -2.05788], [2.40554, 3.70388, -3.43932], [1.71364, 5.63504, -2.13393], [1.49060, 2.94836, 0.90110], [0.65903, 4.36678, 0.19077], [1.43733, 4.43647, 1.83333], [3.98142, 4.25001, -1.29357], [3.11474, 2.77629, -0.80950], [1.05395, 3.71770, -1.87081], [1.73431, 4.09297, -4.20406], [2.29532, 2.61750, -3.50586], [3.43617, 3.96050, -3.70821], [1.74114, 6.07378, -1.22227], [2.41501, 6.06397, -2.72888], [7.89107, 0.42788, -2.39939], [7.18701, 1.17238, -1.42516], [5.77578, 1.11316, -1.49789], [5.13350, -0.24883, -1.62573], [3.61554, -0.11419, -1.71452], [5.43242, -1.05170, -0.41044], [8.91339, 0.34271, -2.02789], [7.93569, 0.95904, -3.35567], [7.51324, -0.58294, -2.54808], [5.44976, 1.64500, -0.60540], [5.37929, 1.70818, -2.33891], [5.46826, -0.77159, -2.52420], [3.06670, -1.02814, -1.50194], [3.38256, 0.10735, -2.76376], [3.17839, 0.69061, -1.11866], [5.10275, -2.01709, -0.50235], [6.43800, -1.24395, -0.39694], [0.89405, -0.80220, 0.47482], [0.00090, -0.06911, -0.34827], [-0.66259, 0.97560, 0.33253], [-1.65824, 0.51441, 1.38280], [-2.52736, -0.63186, 0.87319], [-2.54045, 1.68985, 1.72546], [1.69514, -0.17397, 0.87602], [1.34752, -1.58970, -0.12256], [0.32372, -1.22293, 1.30982], [0.07810, 1.63799, 0.80373], [-1.11990, 1.61936, -0.42371], [-1.16791, 0.31922, 2.33943], [-3.09430, -1.06035, 1.70339], [-1.99031, -1.48416, 0.44104], [-3.18112, -0.27213, 0.07858], [-2.92712, 1.96561, 0.82409], [-3.31198, 1.20291, 2.18575], [4.33897, 1.44127, 2.20169], [3.98494, 0.38536, 2.99330], [3.90200, -0.81737, 2.32282], [3.73941, 0.50824, 4.18402], [4.52517, 1.32915, 1.22430], [4.38316, 2.33331, 2.65979], [4.37412, -0.91053, 1.42707], [3.87178, -1.59834, 2.95533], [0.52213, -1.15132, -3.08178], [0.34080, -0.03062, -3.85372], [-0.14355, 1.00686, -3.10568], [0.51334, -0.01583, -5.06544], [0.76125, -1.99380, -3.57077], [0.45319, -1.15988, -2.07720], [-0.62748, 0.67461, -2.28922], [-0.42923, 1.86923, -3.52917], [-5.23430, 1.32056, -1.02200], [-4.59353, 2.51534, -0.84616], [-3.53926, 2.67725, -1.73357], [-4.90324, 3.36586, -0.03739], [-4.86302, 0.64251, -1.67276], [-6.01275, 1.11653, -0.42386], [-3.15885, 3.60841, -1.74930], [-3.53051, 2.15763, -2.59478], [-3.81564, -1.58439, -4.53079], [-4.14634, -1.28250, -3.24484], [-5.30895, -1.85665, -2.78140], [-3.48090, -0.49666, -2.57848], [-2.94752, -1.18532, -4.84637], [-4.25656, -2.29951, -5.07685], [-5.64968, -2.72595, -3.14952], [-5.50176, -1.66117, -1.81397], [-0.82240, 5.91587, 4.49023], [-1.72654, 5.09513, 3.84774], [-1.20144, 3.93160, 3.36875], [-2.90813, 5.39540, 3.74657], [-1.23823, 6.76140, 4.83437], [-0.01252, 5.51877, 4.92735], [-1.75155, 3.16249, 3.00257], [-0.20659, 3.80122, 3.40530], [1.75431, -4.37109, -0.07648], [3.04420, -4.59809, -0.47405], [3.17103, -5.55646, -1.44718], [3.98810, -3.99563, 0.00172], [0.94599, -4.83970, -0.44339], [1.55466, -3.55919, 0.47894], [4.09230, -5.78371, -1.77132], [2.38765, -5.84387, -2.00282], [-6.01625, 1.40220, 3.37054], [-4.79451, 0.70311, 3.48856], [-6.88384, 0.89502, 3.80211], [-5.94412, 2.36257, 3.89094], [-6.26003, 1.63253, 2.33353], [-4.85573, 0.02362, 4.16230]],
  "forces_ev_per_a": [[-0.4, 0.6, 0.0], [0.2, -0.1, 0.1], [0.0, -0.4, -0.8], [-0.4, -0.1, 0.0], [0.8, -0.9, 0.1], [-0.2, -0.3, -0.2], [0.1, -0.2, 0.0], [0.2, -0.1, 0.1], [0.0, -0.1, -0.1], [0.0, 0.0, 0.0], [0.1, 0.4, 0.4], [0.1, 0.0, 0.0], [-0.2, 0.6, 0.2], [-0.2, 0.0, 0.1], [-0.2, 0.4, -0.2], [0.1, 0.1, -0.1], [0.1, 0.2, 0.2], [0.5, -0.1, -0.2], [0.1, -0.1, 0.4], [0.2, 0.3, -1.0], [-1.5, 0.3, -0.2], [0.4, -0.6, -0.1], [0.4, -0.3, -0.4], [0.0, 0.1, -0.1], [-0.3, 0.0, 0.4], [-0.2, 0.3, -0.1], [0.1, 0.0, 0.4], [-0.1, -0.1, 0.0], [0.2, -0.2, 0.3], [0.0, 0.3, 0.1], [0.2, 0.0, 0.1], [-0.1, 0.1, 0.0], [0.2, 0.0, 0.0], [0.0, 0.3, 0.2], [0.5, 0.4, 0.1], [-0.2, -0.6, 0.0], [-0.1, 0.6, -0.7], [-0.6, -1.0, 1.5], [-0.1, 0.4, -1.2], [0.9, -0.6, -0.3], [0.0, 0.0, 0.0], [-0.2, -0.1, -0.1], [-0.1, 0.0, 0.0], [-0.2, -0.2, 0.2], [0.3, 0.1, -0.1], [0.1, 0.1, -0.1], [0.3, -0.2, 0.2], [-0.2, 0.2, 0.2], [0.2, -0.1, 0.2], [-0.6, 0.3, -0.1], [0.0, 0.6, 0.3], [-0.4, 0.4, 0.4], [0.3, -0.3, -0.3], [0.7, 0.6, 0.4], [-0.7, 0.8, 0.0], [0.4, -0.7, 0.2], [0.4, -1.3, -0.6], [-0.1, 0.0, 0.0], [0.0, 0.0, -0.1], [0.3, -0.2, 0.1], [0.0, -0.2, 0.1], [-0.4, -0.3, -0.1], [0.2, -0.6, -0.2], [-0.3, 0.2, -0.1], [0.3, 0.2, 0.1], [-0.2, 0.1, 0.1], [-0.1, 0.4, 0.2], [-0.1, 0.7, 0.3], [-0.2, 0.1, 0.3], [0.0, -0.3, -0.1], [-0.2, 0.4, 0.3], [0.0, 0.0, -0.2], [0.1, 0.1, 0.0], [0.1, 0.1, -0.2], [0.1, -0.2, 0.1], [0.1, -0.2, -0.2], [0.3, -0.5, -0.4], [-0.7, -0.1, -0.3], [0.2, -0.1, 0.3], [0.3, 0.1, 0.4], [0.1, 0.0, 0.0], [-0.1, 0.3, -0.2], [-0.1, 0.5, 0.2], [-0.1, -0.1, -0.3], [-0.1, 0.1, 0.1], [-0.1, 0.1, -0.9], [0.2, 0.1, 0.4], [0.0, -0.3, 0.2], [0.0, 0.0, 0.3], [0.0, 0.0, 0.0], [-0.1, 0.0, -0.1], [0.0, -0.1, 0.0], [0.3, 0.2, 0.2], [-0.1, -0.3, -0.4], [0.3, 0.3, 0.2], [-0.4, 0.0, 0.0], [0.0, -0.1, -0.1], [-0.1, 0.0, 0.0], [0.0, 0.0, -0.1], [0.0, -0.2, 0.0], [-0.1, 0.0, -0.5], [-0.8, -0.5, 0.1], [0.6, 0.0, 0.2], [0.4, 0.0, -0.1], [0.2, 0.0, 0.3], [0.0, 0.2, 0.2], [-0.3, 0.3, -0.3], [0.0, -0.1, 0.0], [-0.4, 0.2, 0.1], [-0.3, 0.0, -0.3], [0.0, 0.0, 0.2], [0.2, 0.1, 0.0], [0.2, -0.2, -0.1], [0.3, 0.0, 0.2], [0.0, 0.1, 0.0], [0.0, 0.0, 0.0], [-0.6, 0.9, 0.4], [0.1, -0.5, -0.3], [0.2, -0.3, 0.0], [0.1, 0.0, -0.1], [0.3, -0.2, -0.1], [-0.1, 0.1, 0.1]],
  "mulliken_charge": [-0.688, -0.296, -0.829, 0.613, -1.442, -0.718, 0.288, 0.256, 0.242, 0.387, 0.438, 0.039, 0.284, 0.524, 0.366, 0.295, 0.250, -0.292, -0.506, 0.307, 0.873, -1.463, -0.661, 0.016, 0.341, 0.147, 0.342, -0.305, -0.273, 0.420, 0.155, 0.434, 0.291, 0.261, -0.703, -0.420, -0.248, 0.286, -0.618, -0.419, 0.275, 0.295, 0.287, -0.032, 0.351, 0.502, -0.101, 0.483, -0.466, 0.073, 0.271, -0.233, 0.555, -0.366, 0.778, -0.650, -0.340, 0.430, -0.764, 0.430, -0.530, 0.328, 0.132, 0.453, 0.114, -0.099, 0.058, 0.063, -0.280, 0.402, -0.187, -0.704, 0.178, 0.181, 0.267, 0.211, -0.116, 0.294, 0.254, -0.727, 0.158, -0.001, -0.301, 0.222, -0.221, 0.288, -0.268, -0.601, 0.101, 0.211, 0.218, 0.193, -0.459, 0.575, -0.433, -0.568, 0.239, 0.158, 0.216, 0.231, -0.434, 0.599, -0.210, -0.653, 0.247, 0.196, 0.195, 0.142, -0.213, 0.616, -0.423, -0.662, 0.167, 0.124, 0.228, 0.170, -0.628, -0.526, 0.370, 0.262, 0.147, 0.283]
}

{
  "formula": "C25H19BrFIN7O6S2V",
  "method": "the ωB97M-V functional and the def2-TZVPD basis",
  "lumo_ha": [0.076, 0.072],
  "largest_force_ev_per_a": 0.83,
  "spin_multiplicity": 4,
  "charge": -1,
  "s_squared": 3.7590,
  "relative_energy_kcal_mol": 26.08,
  "symbols": ["V", "C", "S", "C", "S", "N", "N", "C", "C", "C", "C", "C", "C", "N", "H", "H", "H", "H", "H", "H", "H", "H", "Br", "C", "C", "C", "C", "C", "N", "C", "O", "O", "H", "H", "H", "I", "C", "C", "C", "C", "C", "N", "H", "H", "H", "H", "F", "C", "C", "N", "C", "C", "O", "O", "C", "O", "N", "C", "O", "H", "H", "H", "H"],
  "coordinates": [[0.10572, 0.23632, 0.09176], [0.61987, -4.72551, -3.66822], [-0.24379, -3.15109, -3.73997], [0.67033, -2.14012, -2.57028], [1.59522, -2.76405, -1.33061], [0.45404, -0.88383, -2.89275], [0.75879, 0.05852, -1.94931], [1.44115, 1.05457, -2.37818], [1.67021, 2.20754, -1.51537], [2.45797, 3.27653, -1.92819], [2.66099, 4.33645, -1.06328], [2.07366, 4.30426, 0.19082], [1.29996, 3.20630, 0.52428], [1.09108, 2.18644, -0.30236], [-0.01209, -5.44813, -4.18437], [0.76797, -5.02055, -2.63136], [1.58550, -4.65734, -4.16612], [1.87702, 1.03322, -3.37309], [2.90706, 3.25695, -2.91196], [3.27854, 5.17453, -1.36007], [2.22125, 5.09888, 0.90811], [0.83962, 3.13272, 1.50299], [-2.78361, -0.36482, 2.85266], [-0.98992, -0.09795, 3.41352], [-0.75126, -0.24372, 4.76980], [0.54001, -0.05770, 5.22526], [1.53398, 0.23887, 4.31227], [1.20607, 0.32255, 2.97236], [-0.05585, 0.19739, 2.51648], [2.30272, 0.46089, 1.90986], [3.33044, 1.05835, 2.21151], [2.00040, -0.15544, 0.84654], [-1.56252, -0.50665, 5.43108], [0.76396, -0.15977, 6.27986], [2.56770, 0.38246, 4.59229], [-2.48706, 0.66390, -2.81718], [-2.76736, 1.64932, -1.00829], [-3.87483, 2.47812, -0.87470], [-4.05658, 3.15674, 0.31517], [-3.12600, 2.98177, 1.32381], [-2.06637, 2.12470, 1.10066], [-1.86884, 1.45430, -0.04503], [-4.56880, 2.57890, -1.69554], [-4.91017, 3.80937, 0.44751], [-3.22259, 3.47692, 2.27985], [-1.32950, 1.95374, 1.86680], [-4.36501, -2.38811, -3.31575], [-4.29948, -2.67480, -2.00397], [-3.13831, -3.01566, -1.42854], [-3.05575, -3.38814, -0.11159], [-1.75640, -3.72179, 0.47436], [-0.93102, -2.50382, 0.90780], [-0.23448, -2.63812, 1.90758], [-1.04582, -1.47795, 0.15649], [-4.16217, -3.37329, 0.70641], [-4.15404, -3.68321, 1.88145], [-5.33072, -2.97237, 0.07825], [-5.53002, -2.60882, -1.25096], [-6.62954, -2.29085, -1.66051], [-2.21304, -3.05224, -1.99204], [-1.17031, -4.26094, -0.27268], [-1.92408, -4.35441, 1.33837], [-6.14662, -2.95954, 0.67150]],
  "forces_ev_per_a": [[-0.3, -0.5, 0.6], [0.0, 0.0, 0.1], [0.0, 0.0, -0.1], [0.0, 0.2, 0.1], [0.0, -0.1, -0.1], [0.0, 0.0, 0.0], [0.0, -0.1, -0.1], [0.2, 0.1, 0.0], [0.0, -0.1, 0.0], [0.0, 0.1, 0.0], [0.0, 0.0, -0.1], [0.0, 0.0, 0.1], [0.0, 0.0, 0.0], [-0.1, 0.0, 0.0], [0.0, 0.0, 0.0], [0.0, 0.0, 0.0], [0.0, 0.0, 0.0], [-0.1, 0.0, 0.0], [0.0, 0.0, 0.0], [0.0, 0.0, 0.0], [0.0, 0.0, 0.0], [0.0, 0.0, 0.0], [0.0, -0.1, 0.0], [0.2, 0.1, -0.1], [0.0, 0.0, 0.0], [0.0, 0.0, 0.0], [0.1, 0.0, 0.0], [-0.1, 0.1, -0.1], [-0.1, -0.1, 0.1], [-0.2, -0.4, 0.2], [0.1, 0.1, 0.0], [0.3, 0.3, -0.3], [0.0, 0.0, 0.0], [0.0, 0.0, 0.0], [0.0, 0.0, 0.0], [0.0, 0.0, 0.0], [0.0, -0.1, -0.1], [0.0, 0.0, 0.0], [0.0, 0.0, -0.1], [0.1, 0.0, 0.0], [0.0, 0.2, -0.2], [-0.1, 0.2, 0.0], [0.0, 0.0, 0.0], [0.0, 0.0, 0.0], [0.0, 0.0, 0.0], [0.1, 0.1, 0.1], [0.0, 0.1, 0.0], [0.1, 0.0, -0.1], [0.0, -0.1, 0.0], [0.0, 0.0, 0.0], [0.0, 0.0, 0.0], [0.1, 0.0, 0.2], [0.0, 0.1, -0.1], [-0.1, 0.1, -0.1], [0.1, 0.0, 0.0], [0.0, 0.0, 0.0], [0.0, 0.0, 0.0], [0.0, 0.0, 0.1], [0.0, 0.0, 0.0], [0.0, 0.0, 0.0], [0.0, 0.0, 0.0], [0.0, 0.0, 0.0], [0.0, 0.0, 0.0]],
  "mulliken_spin": [2.750, 0.000, 0.000, 0.006, 0.004, 0.002, -0.006, 0.036, 0.034, 0.004, 0.012, 0.009, 0.034, -0.025, 0.000, 0.000, 0.000, 0.006, 0.000, 0.001, 0.000, -0.002, 0.002, 0.021, -0.004, 0.005, 0.001, 0.042, -0.019, -0.017, 0.008, -0.002, 0.000, 0.001, 0.000, 0.006, 0.036, -0.007, 0.009, 0.000, 0.013, -0.012, 0.000, 0.001, 0.000, 0.026, 0.000, 0.000, 0.001, 0.001, -0.003, 0.009, 0.008, 0.013, 0.000, 0.000, 0.000, 0.000, 0.000, -0.001, 0.000, 0.000, 0.000]
}